C28H29CoIN6O5S2 | wB97M-V/def2-TZVPD

Geometry (Å):
Co  0.405  -0.876  0.629
C  3.755  -2.880  2.414
C  2.668  -2.388  1.519
N  1.656  -1.726  1.941
N  1.668  -1.347  3.263
C  0.579  -0.691  3.791
N  0.860  -0.128  4.987
S  -0.909  -0.572  3.084
C  2.769  -2.526  0.039
C  3.753  -3.288  -0.575
C  3.817  -3.298  -1.963
C  2.906  -2.549  -2.682
C  1.955  -1.809  -1.990
N  1.895  -1.795  -0.667
H  3.350  -3.131  3.393
H  4.507  -2.095  2.536
H  4.245  -3.759  2.010
H  2.567  -0.941  3.511
H  1.712  -0.324  5.482
H  0.097  0.293  5.487
H  4.464  -3.857  0.002
H  4.577  -3.880  -2.466
H  2.927  -2.519  -3.762
H  1.234  -1.183  -2.501
C  -5.607  2.170  -0.084
O  -5.846  0.780  0.021
C  -4.769  -0.046  0.056
C  -5.084  -1.405  0.291
C  -4.063  -2.300  0.378
C  -2.702  -1.926  0.244
C  -1.668  -2.898  0.397
C  -1.973  -4.373  0.492
O  -0.454  -2.615  0.477
C  -2.384  -0.552  -0.023
O  -1.204  -0.097  -0.198
C  -3.473  0.368  -0.108
H  -6.579  2.651  -0.013
H  -5.142  2.418  -1.041
H  -4.964  2.520  0.728
H  -6.117  -1.692  0.417
H  -4.306  -3.331  0.589
H  -2.874  -4.668  -0.036
H  -2.082  -4.639  1.546
H  -1.121  -4.921  0.097
H  -3.212  1.400  -0.284
C  -2.114  -0.012  -3.748
N  -2.003  1.324  -3.211
C  -3.067  2.160  -2.922
C  -2.565  3.280  -2.369
N  -1.195  3.113  -2.330
C  -0.830  1.911  -2.851
S  0.734  1.355  -3.040
H  -2.815  -0.018  -4.581
H  -2.453  -0.703  -2.974
H  -1.128  -0.312  -4.094
H  -4.081  1.876  -3.134
H  -3.050  4.166  -2.008
H  -0.522  3.735  -1.919
I  4.108  7.126  -0.425
C  3.568  5.177  0.096
C  2.382  4.645  -0.388
C  2.028  3.353  -0.030
C  2.846  2.598  0.799
C  4.036  3.143  1.263
C  4.404  4.434  0.917
C  2.453  1.190  1.185
O  3.224  0.548  1.913
O  1.332  0.826  0.705
H  1.750  5.228  -1.045
H  1.131  2.887  -0.416
H  4.667  2.539  1.901
H  5.330  4.856  1.278

Output
⟨S²⟩: 0.836
E_tot: -116085.081 eV
E_LUMO (spin up / spin down): -0.2 / -0.2 eV
Energy relative to the best compared isomer or geometry (same formula, charge and spin): 24.6 kJ/mol
Spin multiplicity: 2



C20H34BeN2O16 | wB97M-V/def2-TZVPD

Geometry (Å):
Be  -0.583  0.227  0.156
N  3.353  -1.660  2.323
O  3.799  -2.629  2.911
O  4.057  -0.697  2.218
O  2.267  -1.694  1.718
N  -2.435  0.332  -3.516
O  -2.782  -0.340  -2.580
O  -1.498  1.128  -3.379
O  -2.918  0.171  -4.564
C  0.849  4.508  1.126
O  -0.409  3.810  0.934
C  -1.572  4.709  0.925
C  -2.624  3.870  0.190
O  -2.796  2.600  0.856
C  -3.610  2.633  1.997
H  1.500  3.756  1.571
H  0.834  5.381  1.779
H  1.150  4.741  0.105
H  -1.223  5.464  0.220
H  -1.857  5.013  1.932
H  -2.305  3.748  -0.845
H  -3.593  4.367  0.220
H  -3.854  1.611  2.285
H  -4.577  3.048  1.713
H  -3.034  3.218  2.715
O  -0.187  1.191  4.108
C  0.228  1.668  5.178
O  -0.312  1.487  6.384
C  0.373  2.095  7.428
C  1.672  2.509  6.882
C  1.346  2.650  5.378
H  0.542  1.408  8.256
H  -0.214  2.929  7.813
H  2.358  1.686  7.085
H  1.958  3.451  7.350
H  2.232  2.385  4.801
H  0.950  3.636  5.135
O  0.713  -2.840  -2.685
C  0.675  -3.371  -3.780
O  0.429  -4.666  -3.978
C  0.237  -5.116  -5.351
C  0.134  -3.761  -6.083
C  0.850  -2.717  -5.115
H  -0.631  -5.765  -5.465
H  1.110  -5.661  -5.711
H  -0.913  -3.459  -6.123
H  0.606  -3.903  -7.055
H  0.488  -1.689  -5.139
H  1.937  -2.707  -5.193
O  2.726  1.461  -1.717
C  3.773  1.618  -2.368
O  3.758  1.242  -3.688
C  5.082  1.178  -4.239
C  6.049  1.435  -3.100
C  5.180  1.876  -1.918
H  5.196  1.978  -4.971
H  5.269  0.237  -4.757
H  6.723  2.201  -3.485
H  6.591  0.530  -2.827
H  5.393  2.919  -1.683
H  5.381  1.254  -1.046
O  -3.183  -2.434  1.284
C  -3.850  -3.471  1.113
O  -4.905  -3.883  1.909
C  -5.417  -5.177  1.529
C  -4.859  -5.439  0.204
C  -3.630  -4.534  0.026
H  -6.497  -5.068  1.629
H  -5.220  -5.981  2.239
H  -5.546  -5.230  -0.616
H  -4.558  -6.484  0.140
H  -3.555  -4.066  -0.956
H  -2.618  -4.914  0.169

Output
E_tot: -57414.343 eV
E_LUMO: -5.3 eV
Energy relative to the best compared isomer or geometry (same formula, charge and spin): 1011.3 kJ/mol



C3H6EuO4 | wB97M-V/def2-TZVPD

Geometry (Å):
O  -0.544  -0.967  1.661
C  -0.282  0.377  1.244
C  0.887  0.377  0.271
O  0.629  1.257  -0.808
C  0.327  0.837  -2.066
O  0.605  1.611  -2.968
O  -0.107  -0.359  -2.262
H  -0.792  -1.002  2.592
H  -0.040  0.987  2.123
H  -1.197  0.796  0.804
H  1.171  -0.624  -0.084
H  1.788  0.738  0.782
Eu  -1.405  -2.969  0.417
H  -1.041  -1.060  -1.705

Output
⟨S²⟩: 12.007
Charge: +1
E_tot: -30714.296 eV
E_LUMO (spin up / spin down): -4.9 / -5.6 eV
Energy relative to the best compared isomer or geometry (same formula, charge and spin): 146.7 kJ/mol
Spin multiplicity: 7



C19H29LaO2 | wB97M-V/def2-TZVPD

Geometry (Å):
La  -0.072  -0.121  0.148
C  -2.810  0.210  -0.130
C  -2.403  1.328  0.656
C  -1.646  2.182  -0.198
H  -2.642  1.497  1.719
C  -1.509  1.547  -1.475
C  -2.205  0.305  -1.419
H  -2.258  -0.452  -2.213
H  -3.589  -0.509  0.140
H  -1.389  3.219  0.014
H  -1.083  1.993  -2.378
C  1.674  -2.135  -0.311
C  0.784  -2.153  -1.434
C  1.028  -0.989  -2.224
H  0.110  -2.969  -1.697
C  2.098  -0.274  -1.607
C  2.503  -0.984  -0.432
H  3.371  -0.759  0.194
H  1.690  -2.869  0.502
H  0.481  -0.704  -3.130
H  2.645  0.553  -2.055
O  1.401  1.897  0.809
C  2.199  3.030  0.268
C  1.943  3.887  1.541
C  1.580  3.563  -1.014
C  3.646  2.578  0.096
C  1.235  2.656  2.094
H  1.258  4.732  1.391
H  2.841  4.182  2.094
H  1.796  2.150  2.891
H  0.166  2.798  2.318
H  2.138  4.448  -1.366
H  0.530  3.851  -0.855
H  1.635  2.781  -1.792
H  4.338  3.431  0.180
H  3.767  2.145  -0.910
H  3.920  1.833  0.861
C  -0.937  -4.331  0.619
C  -1.895  -3.144  0.612
C  -2.798  -3.211  -0.634
C  -2.680  -2.987  1.911
O  -1.148  -1.936  0.528
H  -1.459  -5.283  0.773
H  -0.210  -4.194  1.421
H  -0.425  -4.388  -0.345
H  -3.427  -4.120  -0.663
H  -3.453  -2.327  -0.675
H  -2.155  -3.195  -1.532
H  -1.961  -2.780  2.711
H  -3.346  -2.124  1.803
H  -3.276  -3.860  2.196

Output
Charge: -2
E_tot: -25125.406 eV
E_LUMO: 4.0 eV
Energy relative to the best compared isomer or geometry (same formula, charge and spin): 0.0 kJ/mol



C2H3NOS3 | wB97M-V/def2-TZVPD

Geometry (Å):
C  -0.763  -0.633  1.049
C  -1.547  -0.214  0.029
N  -0.109  -0.863  1.948
O  -0.851  2.474  0.320
S  -1.436  1.360  -0.739
S  2.052  -0.622  -0.393
S  -2.476  -1.258  -0.951
H  0.070  2.473  0.410
H  2.328  -0.988  -1.785
H  2.732  -1.728  0.112

Output
E_tot: -38163.330 eV
E_LUMO (spin up / spin down): -1.9 / -1.9 eV
Energy relative to the best compared isomer or geometry (same formula, charge and spin): 200.1 kJ/mol



C24H39Br12N3 | wB97M-V/def2-TZVPD

Geometry (Å):
Br  -4.362  3.921  2.346
C  -4.361  1.998  2.866
C  -4.736  1.902  4.265
Br  -6.652  2.104  4.407
H  -3.363  1.760  2.500
H  -4.948  1.387  2.181
H  -4.287  2.707  4.847
H  -4.432  0.918  4.622
Br  -6.224  -2.825  0.513
C  -4.547  -3.783  0.161
C  -4.093  -4.351  1.517
Br  -3.350  -3.035  2.775
H  -3.756  -3.081  -0.104
H  -4.678  -4.494  -0.655
H  -3.266  -5.037  1.331
H  -4.947  -4.880  1.940
Br  6.347  -3.695  8.793
C  5.390  -3.263  7.052
C  5.260  -1.715  6.849
Br  4.143  -1.466  5.234
H  4.409  -3.736  7.008
H  6.017  -3.752  6.307
H  6.096  -1.195  6.381
H  4.745  -1.209  7.666
Br  -0.091  0.248  -0.366
C  1.631  0.731  -1.077
C  2.736  0.972  0.105
Br  4.190  2.015  -0.797
H  1.384  1.579  -1.715
H  1.995  -0.079  -1.708
H  3.120  0.015  0.459
H  2.362  1.501  0.981
Br  3.796  -1.622  -5.976
C  5.103  -0.384  -5.343
C  6.314  -1.108  -4.815
Br  5.933  -1.866  -2.971
H  4.640  0.243  -4.582
H  5.280  0.115  -6.296
H  7.198  -0.480  -4.702
H  6.575  -1.896  -5.521
Br  0.974  -6.033  -2.360
C  2.083  -4.542  -1.526
C  2.561  -4.717  -0.107
Br  1.027  -5.288  1.073
H  1.300  -3.795  -1.658
H  2.843  -4.231  -2.243
H  2.942  -3.768  0.272
H  3.336  -5.483  -0.113
N  -0.022  4.333  6.294
C  -0.245  4.979  5.046
C  0.050  4.099  4.027
C  0.263  2.863  4.617
C  0.346  3.024  5.959
H  -0.221  4.675  7.223
H  -0.632  5.987  5.044
H  -0.064  4.324  2.977
H  0.485  1.937  4.107
H  0.548  2.315  6.748
N  -0.704  4.399  -4.807
C  -1.138  4.530  -3.500
C  -0.615  5.659  -2.924
C  0.159  6.229  -3.929
C  0.120  5.506  -5.052
H  -1.031  3.732  -5.491
H  -1.897  3.857  -3.128
H  -0.928  6.048  -1.967
H  0.756  7.119  -3.794
H  0.541  5.420  -6.042
N  -5.379  -0.979  -4.795
C  -4.031  -1.106  -4.347
C  -3.370  -2.147  -5.055
C  -4.337  -2.803  -5.831
C  -5.562  -2.094  -5.578
H  -6.054  -0.335  -4.408
H  -3.651  -0.354  -3.672
H  -2.329  -2.424  -4.977
H  -4.262  -3.708  -6.415
H  -6.433  -2.391  -6.144

Output
SMILES string: c1cc[nH]c1.c1cc[nH]c1.c1cc[nH]c1.BrCCBr.BrCCBr.BrCCBr.BrCCBr.BrCCBr.BrCCBr
E_tot: -870497.564 eV
E_LUMO: 0.0 eV



C3H6O2 | wB97M-V/def2-TZVPD

Geometry (Å):
C  0.725  -1.403  0.129
O  0.941  -0.363  -0.587
C  0.464  0.871  -0.496
C  -0.246  1.377  0.645
O  -0.618  2.537  0.740
H  0.172  -1.348  1.058
H  -1.451  -1.132  -0.643
H  1.221  -2.301  -0.213
H  -1.558  -0.400  -0.793
H  0.793  1.507  -1.306
H  -0.444  0.655  1.467

Output
E_tot: -7298.685 eV
E_LUMO (spin up / spin down): -0.7 / -0.3 eV
Energy relative to the best compared isomer or geometry (same formula, charge and spin): 481.8 kJ/mol